Entry 1:
Density functional theory data (ωB97M-V/def2-TZVPD) for a 13-piece molecular cluster, C39H100BrINO16S overall at a distorted geometry.

Geometry as ORCA input:
```
! RIJCOSX wB97M-V def2-TZVPD def2/J DEFGRID3
* xyz 1 1
C -4.277 -6.659 -0.315
C -3.211 -5.416 -0.216
O -3.308 -4.425 -1.299
C -4.635 -3.791 -1.361
O -5.415 -4.055 -2.440
C -5.279 -2.812 -0.188
C -4.110 -1.887 0.575
C -4.606 -0.340 0.427
C -3.492 0.826 0.505
C -2.234 0.408 -0.445
C -2.685 -0.093 -1.979
C -1.243 -0.465 -2.740
C -1.277 0.188 -4.266
O -1.897 -0.733 -5.236
C -2.878 -0.049 -6.098
C -4.175 2.154 -0.254
C -5.503 2.651 0.560
C -6.026 4.026 -0.160
C -6.467 3.900 -1.725
C -7.266 2.542 -2.153
I -4.801 4.314 -3.154
N -5.382 2.735 2.050
S -4.971 4.339 2.680
C -4.492 1.757 2.746
Br -4.328 2.549 4.620
C -3.077 1.362 2.029
C -1.982 2.572 1.904
C -1.205 3.022 3.266
C -2.440 0.133 2.971
C -0.898 -0.270 2.605
C -0.696 -1.921 2.427
C 0.597 -2.257 1.472
C 1.929 -1.335 1.802
O 3.057 -1.809 0.946
C 3.271 -0.895 -0.191
H -5.107 -6.632 0.543
H -3.653 -7.653 -0.100
H -4.753 -6.805 -1.380
H -2.115 -5.880 -0.263
H -3.409 -4.884 0.822
H -5.775 -3.560 0.599
H -6.161 -2.171 -0.614
H -3.111 -2.169 0.045
H -4.112 -2.303 1.694
H -5.100 -0.268 -0.661
H -5.551 -0.228 1.136
H -1.480 1.300 -0.693
H -1.603 -0.526 -0.049
H -3.160 0.771 -2.613
H -3.295 -1.092 -1.970
H -0.364 0.095 -2.173
H -1.043 -1.625 -2.783
H -1.848 1.211 -4.309
H -0.166 0.403 -4.628
H -2.527 1.036 -6.445
H -3.967 0.006 -5.645
H -2.988 -0.670 -7.111
H -3.375 3.007 -0.461
H -4.566 1.849 -1.340
H -6.345 1.829 0.355
H -6.975 4.428 0.440
H -5.239 4.924 -0.120
H -7.225 4.801 -1.926
H -7.672 2.648 -3.246
H -6.619 1.556 -2.100
H -8.207 2.338 -1.454
H -6.364 2.564 2.431
H -6.092 4.830 3.410
H -5.035 0.722 2.994
H -2.482 3.561 1.460
H -1.085 2.348 1.146
H -0.032 3.039 3.124
H -1.518 4.139 3.507
H -1.426 2.393 4.223
H -2.405 0.435 4.126
H -3.078 -0.847 2.935
H -0.436 0.267 1.676
H -0.191 0.011 3.525
H -0.409 -2.313 3.517
H -1.686 -2.474 2.137
H 0.277 -2.047 0.366
H 0.923 -3.377 1.676
H 1.748 -0.181 1.711
H 2.288 -1.527 2.918
H 4.359 -1.043 -0.634
H 2.526 -1.213 -1.060
H 3.141 0.240 0.069
C 2.003 -1.570 -6.309
O 0.887 -0.738 -6.567
H 2.871 -0.943 -6.094
H 1.793 -2.205 -5.445
H 2.209 -2.187 -7.186
H 0.132 -1.322 -6.753
C 5.436 -2.655 -4.648
O 5.013 -2.122 -3.407
H 5.276 -1.908 -5.429
H 6.500 -2.902 -4.596
H 4.854 -3.550 -4.878
H 5.167 -2.806 -2.734
C 8.493 -4.709 -2.448
O 7.089 -4.757 -2.273
H 8.900 -3.897 -1.841
H 8.934 -5.657 -2.129
H 8.723 -4.524 -3.501
H 6.757 -5.486 -2.824
C -3.913 3.145 8.772
O -4.780 3.927 7.972
H -4.210 3.243 9.819
H -3.985 2.097 8.472
H -2.886 3.500 8.653
H -4.491 3.820 7.050
C -1.128 1.744 10.028
O -0.395 1.694 8.818
H -2.120 1.319 9.860
H -0.609 1.161 10.793
H -1.228 2.783 10.352
H 0.481 2.077 8.998
C 4.484 2.562 2.107
O 3.617 3.344 1.307
H 4.186 2.660 3.154
H 4.412 1.514 1.807
H 5.510 2.917 1.988
H 3.905 3.237 0.384
C -3.023 4.483 12.408
O -2.150 4.769 11.331
H -3.681 3.659 12.123
H -2.438 4.193 13.285
H -3.625 5.366 12.634
H -1.579 5.504 11.613
C -8.352 7.649 -0.660
O -8.658 6.468 0.057
H -8.330 7.420 -1.728
H -9.119 8.403 -0.468
H -7.373 8.022 -0.350
H -8.671 6.702 1.001
C 8.813 -1.176 -4.359
O 9.710 -2.203 -4.741
H 8.357 -1.440 -3.402
H 9.359 -0.236 -4.253
H 8.032 -1.074 -5.116
H 10.099 -1.941 -5.593
C 9.652 1.856 -1.714
O 10.385 1.806 -2.924
H 8.660 1.432 -1.881
H 10.171 1.273 -0.948
H 9.552 2.895 -1.390
H 11.261 2.189 -2.744
C 7.887 -8.672 -3.598
O 6.771 -7.840 -3.856
H 8.755 -8.045 -3.384
H 7.677 -9.308 -2.734
H 8.093 -9.289 -4.476
H 6.016 -8.424 -4.043
C 11.991 -2.189 -8.227
O 10.683 -1.927 -7.752
H 12.675 -2.232 -7.377
H 12.003 -3.148 -8.751
H 12.302 -1.388 -8.902
H 10.098 -1.894 -8.528
*
```

For the orbital gap, the calculation gives 0.2590 hartree. The value obtained for the LUMO energy is -0.1290 hartree.

Results of the Mulliken charge analysis, in e, for atoms 1 through 99: -0.927, -0.052, -0.293, 0.484, -0.606, -0.682, -0.041, -1.610, 1.623, -1.147, 0.439, -0.464, -0.308, -0.369, -0.608, -0.795, 0.125, -0.601, -0.571, -0.858, 0.068, 0.186, -0.121, -1.253, -0.075, 1.414, -0.327, -0.990, -0.836, -0.322, -0.553, -0.157, -0.325, -0.322, -0.268, 0.253, 0.317, 0.266, 0.335, 0.089, 0.353, 0.291, 0.263, 0.440, 0.414, 0.189, 0.618, -0.676, 0.051, -0.335, 0.147, 0.260, 0.335, 0.254, 0.288, 0.213, 0.262, 0.176, -0.183, 0.092, 0.288, 0.285, 0.410, 0.371, 0.149, 0.254, 0.653, 0.296, 0.522, 0.467, 0.165, 0.211, 0.239, 0.210, 0.536, 0.393, -0.067, 0.548, 0.470, 0.058, -0.114, 0.335, 0.178, 0.209, 0.146, 0.156, 0.100, -0.609, -0.494, 0.185, 0.284, 0.356, 0.272, -0.547, -0.423, 0.221, 0.164, 0.299, 0.283



Entry 2:
Density functional theory data (ωB97M-V/def2-TZVPD) for one molecule with the formula C4H5N3O at a distorted geometry.

Geometry as ORCA input:
```
! RIJCOSX wB97M-V def2-TZVPD def2/J DEFGRID3
* xyz 0 1
N 2.501 -0.442 0.225
N 1.704 0.579 -0.052
C 0.456 0.352 -0.223
C -0.561 1.394 -0.135
C -1.845 0.735 0.127
O -2.350 -0.483 0.033
C -1.194 -1.285 -0.122
N -0.026 -0.963 -0.325
H 3.522 -0.240 -0.054
H 2.290 -1.348 0.045
H -0.371 2.547 -0.343
H -2.689 1.453 0.492
H -1.438 -2.299 0.330
*
```

For the orbital gap, the calculation gives 0.3060 hartree. The value obtained for the LUMO energy is 0.0302 hartree. The energy above the lowest of the compared OMol25 structures with the same formula, charge and spin comes out at 467.41 kJ/mol.

natural (NBO) analysis output, partial charges in e: -0.618, -0.233, 0.227, -0.320, 0.134, -0.461, 0.413, -0.494, 0.360, 0.356, 0.270, 0.187, 0.180



Entry 3:
Density functional theory data (ωB97M-V/def2-TZVPD) for C28H30MnN7S3Se2 as an isolated structure.

Geometry as ORCA input:
```
! RIJCOSX wB97M-V def2-TZVPD def2/J DEFGRID3
* xyz 3 4
Mn 0.334 -0.931 0.508
Se 1.316 -2.564 -1.956
Se 1.135 -4.058 -0.180
C -0.655 -3.698 0.446
C -1.467 -4.798 0.665
C -2.721 -4.608 1.227
C -3.134 -3.319 1.530
C -2.276 -2.273 1.261
N -1.054 -2.449 0.736
C 2.536 -1.197 -1.324
C 3.742 -1.060 -1.987
C 4.567 0.011 -1.661
C 4.162 0.890 -0.670
C 2.956 0.665 -0.033
N 2.144 -0.348 -0.355
H -1.120 -5.788 0.400
H -3.365 -5.455 1.421
H -4.099 -3.127 1.977
H -2.546 -1.252 1.505
H 4.025 -1.774 -2.747
H 5.510 0.149 -2.174
H 4.768 1.741 -0.392
H 2.612 1.323 0.754
C -3.870 -0.702 -2.558
N -3.629 0.124 -1.362
C -4.628 0.696 -0.605
C -4.031 1.398 0.383
N -2.667 1.236 0.224
C -2.445 0.452 -0.845
S -0.898 -0.077 -1.474
C -1.669 1.879 1.038
C -1.860 3.200 1.384
C -0.923 3.791 2.219
C 0.147 3.031 2.658
C 0.246 1.717 2.235
N -0.644 1.131 1.424
H -4.653 -0.231 -3.146
H -4.182 -1.699 -2.257
H -2.960 -0.755 -3.146
H -5.671 0.560 -0.838
H -4.450 1.986 1.182
H -2.709 3.755 1.007
H -1.034 4.825 2.518
H 0.894 3.446 3.321
H 1.055 1.083 2.576
C 3.753 -0.560 5.327
N 2.613 -0.772 4.423
C 2.569 -1.232 3.181
S 0.984 -1.725 2.602
N 3.614 -1.410 2.386
C 5.049 -1.161 2.574
H 3.346 -0.401 6.321
H 4.327 0.322 5.055
H 4.396 -1.437 5.359
H 1.701 -0.724 4.852
H 3.377 -1.926 1.552
H 5.238 -0.536 3.434
H 5.430 -0.650 1.692
H 5.581 -2.104 2.693
S -0.044 1.728 -2.066
C -0.922 2.016 -3.572
C -2.055 2.828 -3.541
C -2.733 3.091 -4.722
C -2.277 2.546 -5.916
C -1.143 1.742 -5.942
C -0.456 1.474 -4.768
H -2.380 3.274 -2.608
H -3.603 3.734 -4.716
H -2.802 2.761 -6.838
H -0.788 1.335 -6.879
H 0.438 0.862 -4.779
*
```

For the orbital gap (alpha / beta), the calculation gives 0.2891 / 0.2833 hartree. Its expectation value of S² is 3.7820. The value obtained for the LUMO energy (alpha / beta) is -0.3093 / -0.3098 hartree. The energy above the lowest of the compared OMol25 structures with the same formula, charge and spin comes out at 13.21 kJ/mol.

Mulliken analysis output, partial charges in e: 0.617, 0.092, 0.107, 0.063, -0.737, -0.416, -1.020, -0.268, 0.502, -0.105, -0.770, -0.505, -1.095, -0.362, 1.222, 0.523, 0.455, 0.523, 0.507, 0.581, 0.497, 0.581, 0.511, -0.802, 0.400, -1.082, -0.210, 1.026, -0.027, -0.085, 0.228, -1.167, -0.713, -1.071, 0.037, 0.489, 0.383, 0.300, 0.311, 0.592, 0.644, 0.544, 0.485, 0.491, 0.182, -1.143, -0.170, 0.875, -0.617, -0.109, -0.847, 0.349, 0.382, 0.405, 0.286, 0.041, 0.315, 0.274, 0.347, -0.002, 0.354, -0.237, -0.760, -0.477, -0.615, -0.354, 0.464, 0.451, 0.432, 0.428, 0.472



Entry 4:
Density functional theory data (ωB97M-V/def2-TZVPD) for an isolated ion of composition C6H11N2 and charge +1 at a distorted geometry.

Geometry as ORCA input:
```
! RIJCOSX wB97M-V def2-TZVPD def2/J DEFGRID3
* xyz 1 1
C 2.444 0.625 0.104
C 0.916 0.485 -0.215
C -0.014 1.429 -0.060
N -1.530 1.092 -0.477
C -2.382 0.652 0.683
C -1.957 -0.198 -0.375
N -0.850 -1.220 -0.167
C 0.516 -0.806 -0.837
H 2.716 0.008 0.935
H 2.553 1.759 0.148
H 3.119 0.176 -0.724
H -0.010 2.398 0.428
H -3.451 0.912 0.772
H -1.934 0.402 1.636
H -2.640 -0.646 -1.092
H -0.983 -2.012 -0.839
H -0.677 -1.627 0.795
H 0.458 -0.693 -1.951
H 1.427 -1.538 -0.536
*
```

For the orbital gap, the calculation gives 0.3678 hartree. The value obtained for the LUMO energy is -0.1266 hartree. The energy above the lowest of the compared OMol25 structures with the same formula, charge and spin comes out at 409.25 kJ/mol.

natural (NBO) analysis output, partial charges in e: -0.638, -0.081, 0.004, -0.371, -0.254, 0.071, -0.546, -0.270, 0.235, 0.254, 0.236, 0.247, 0.248, 0.210, 0.219, 0.450, 0.457, 0.266, 0.261